Computed, not measured: a molecular structure, CH6N4 at a distorted geometry, with ωB97M-V/def2-TZVPD.

Values from the calculation:
Spin multiplicity: 1
Frontier orbital gap, eV: 9.3
Energy above the lowest of the compared OMol25 structures with the same formula, charge and spin, kcal/mol: 89.51
HOMO level, eV: -8.67
Total charge: 0

CARTESIAN COORDINATES (ANGSTROEM)
C 0.2813 0.4492 0.2462
H -0.0075 -2.0258 0.9477
H -1.5673 -1.9372 -0.3107
H 0.4370 -0.3132 -1.4743
H -0.1421 2.0179 -1.4119
H 0.5519 2.7837 -0.0446
H -0.1235 -0.5132 1.9043
N -0.3405 -1.8926 -0.3463
N -0.0307 -0.5500 -0.5572
N 0.5425 1.7199 -0.4762
N 0.3987 0.2612 1.5228

***

Computed, not measured: a single CH6N4 molecule at a distorted geometry, with ωB97M-V/def2-TZVPD.

Values from the calculation:
Spin multiplicity: 1
Frontier orbital gap (alpha / beta), eV: 8.2 / 8.0
Energy above the lowest of the compared OMol25 structures with the same formula, charge and spin, kcal/mol: 103.23
HOMO level (alpha / beta), eV: -7.49 / -7.44
Total charge: 0

CARTESIAN COORDINATES (ANGSTROEM)
C 0.9378 0.2940 0.2109
N -2.5672 0.2933 0.2285
N -1.3269 0.6684 -0.0213
N -0.7932 -1.5109 -0.1907
N -0.3292 -0.2352 -0.1734
H 1.7183 -0.2879 -0.0800
H 0.9978 1.2075 -0.2460
H 0.8350 0.4569 1.2595
H -2.5794 -0.6208 0.5930
H -1.0399 1.5778 -0.2292
H 0.0547 -1.9777 -0.4659

***

Computed, not measured: a single CH6N4S2 molecule at a distorted geometry, with ωB97M-V/def2-TZVPD.

Values from the calculation:
Spin multiplicity: 1
Frontier orbital gap, eV: 9.4
Energy above the lowest of the compared OMol25 structures with the same formula, charge and spin, kcal/mol: 2.66
SMILES: NN=C(NS)NS
HOMO level, eV: -8.79
Total charge: 0

CARTESIAN COORDINATES (ANGSTROEM)
N 2.3602 -0.1761 -0.1886
N 1.2261 -0.9665 0.2368
C 0.1100 -0.3000 0.1178
N 0.0033 0.9766 -0.3988
S -1.0627 2.0979 0.2401
N -1.0119 -0.9266 0.6259
S -2.4613 -1.0254 -0.2803
H 2.8083 -0.6920 -0.9656
H 2.9692 -0.3962 0.6048
H 0.9363 1.3147 -0.6610
H -1.9304 2.1728 -0.8183
H -0.7063 -1.8384 0.9584
H -3.2407 -0.2407 0.5287